# 1
The following is a quantum chemistry calculation of a 2-piece molecular cluster, C6H15N4O overall, from OMol25.

Cartesian coordinates (Å):
O (2.9526, -0.1879, -0.7754)
N (-0.0732, 0.7366, -0.1826)
N (-2.1481, -2.4453, 1.9650)
N (-1.4234, -1.4746, 2.1581)
N (-1.7445, -0.3638, -1.4291)
C (-0.8666, 0.1992, -2.4168)
C (0.0747, 1.0995, -1.5724)
C (0.7458, -0.3269, 0.3482)
C (2.3207, -0.0316, 0.4775)
C (-1.3456, -0.0835, -0.2548)
C (-0.1266, 1.8075, 0.8315)
H (-0.3687, -0.5533, -2.9418)
H (-3.0330, -2.3621, 1.4801)
H (2.3962, 1.0254, 0.9797)
H (-0.2174, 2.1433, -1.6494)
H (-1.0324, 2.4728, 0.5922)
H (0.4270, -0.7095, 1.2915)
H (0.7836, 2.3978, 0.8998)
H (-2.1172, -3.3457, 2.4289)
H (0.6597, -1.2092, -0.2858)
H (3.7736, -0.5775, -0.7239)
H (1.1457, 0.9732, -1.8802)
H (-0.4368, 1.2021, 1.8059)
H (-1.6319, -0.4460, 0.6636)
H (-1.4616, 0.7630, -3.0810)
H (2.7475, -0.7034, 1.2714)

- Strongest force on any atom: 5.30 eV/A
- Orbital gap: 9.23 eV
- LUMO energy: -0.114 Ha
- E_tot: -14462.0534 eV
- Net charge: +1

---

# 2
The following is a quantum chemistry calculation of one molecule with the formula C3H9N2, from OMol25.

Cartesian coordinates (Å):
N (1.6052, -0.0882, 1.1227)
N (-0.3852, 0.0329, -0.3474)
C (-1.2866, -0.0894, 0.8239)
C (-0.9551, 0.3623, -1.5018)
C (1.1704, -0.0253, -0.3144)
H (2.1273, 0.7738, 1.3737)
H (-1.7159, 0.8294, 0.8943)
H (-0.8738, -0.5463, 1.7743)
H (-2.1045, -0.8916, 0.5133)
H (1.2675, -1.1596, -0.6940)
H (2.0565, -0.9010, 1.4520)
H (-0.3563, 0.4430, -2.4155)
H (-2.0440, 0.5637, -1.6245)
H (1.4944, 0.6962, -1.0564)

- Strongest force on any atom: 6.19 eV/A
- Orbital gap (alpha / beta): 6.24 / 10.26 eV
- 2S+1: 2
- <S²>: 0.75
- LUMO energy (alpha / beta): 0.035 / 0.034 Ha
- E_tot: -6233.7473 eV

---

# 3
The following is a quantum chemistry calculation of C18H12Cl5F9NO2SSiY as an isolated structure, from OMol25.

Cartesian coordinates (Å):
Y (0.3480, -0.2701, 1.0804)
Cl (-6.6574, -1.3400, 0.1000)
Cl (-1.1422, 1.3025, -0.9701)
Cl (-6.4271, 0.8777, -2.0842)
Cl (-3.6459, 2.2109, -2.6322)
Cl (-4.1166, -2.2238, 1.7101)
S (2.0153, -2.3241, 1.4250)
Si (4.6401, -3.7985, -0.1728)
F (0.6799, 0.0299, 3.6278)
F (1.9478, 3.8948, 4.2678)
F (-0.8592, 3.4817, 3.9508)
F (1.5286, 4.4988, 2.2326)
F (3.1381, 3.1226, 2.6311)
F (-0.8586, 3.4500, 1.7961)
F (2.4712, 1.0708, 4.2356)
F (0.5820, 1.5728, 5.1458)
F (-1.3329, 1.6466, 2.8778)
O (-1.6978, -0.7773, 0.9345)
O (1.1267, 1.6367, 1.6577)
N (1.7032, -0.8820, -0.7619)
C (-2.7659, -0.4186, 0.2720)
C (0.9339, 2.2705, 2.8354)
C (5.9837, -4.1432, -1.4303)
C (1.1814, 1.2622, 4.0066)
C (1.9075, 3.4715, 2.9954)
C (3.6636, -5.3658, 0.0937)
C (-0.5463, 2.7532, 2.8830)
C (1.9494, -0.4534, -2.0096)
C (3.7582, -1.9719, -2.1975)
C (-4.0207, -1.0015, 0.5056)
C (5.4390, -3.1848, 1.3982)
C (-2.7015, 0.5755, -0.7102)
C (-3.8060, 0.9856, -1.4399)
C (3.5367, -2.4439, -0.9133)
C (2.9660, -0.9742, -2.7662)
C (-5.0399, 0.3919, -1.1929)
C (-5.1386, -0.6006, -0.2158)
C (2.4620, -1.8554, -0.2113)
H (5.5840, -4.5079, -2.3791)
H (1.2981, 0.3251, -2.3867)
H (4.5682, -2.3892, -2.7843)
H (4.3256, -6.1597, 0.4482)
H (5.9960, -2.2630, 1.2170)
H (2.8709, -5.2267, 0.8277)
H (3.2095, -5.7042, -0.8400)
H (6.6478, -4.9168, -1.0383)
H (3.1394, -0.6134, -3.7696)
H (4.7052, -2.9897, 2.1792)
H (6.5941, -3.2601, -1.6323)
H (6.1457, -3.9332, 1.7656)

- Strongest force on any atom: 0.16 eV/A
- Orbital gap: 8.63 eV
- LUMO energy: -0.001 Ha
- E_tot: -131278.9617 eV

---

# 4
The following is a quantum chemistry calculation of C14H34B3N2O9P as an isolated structure, from OMol25.

Cartesian coordinates (Å):
P (-2.3135, 0.7425, 1.8298)
O (-0.3211, 1.1725, -6.0792)
O (-1.6606, 0.7964, 0.3063)
O (-0.3175, -1.9739, 0.8337)
O (-1.8100, 2.0186, 2.7436)
O (1.9586, -1.0572, 0.9652)
O (-5.3825, -0.5247, -2.0888)
O (2.9082, -2.3676, 2.7546)
O (-3.8226, 0.7938, 1.6831)
O (0.6763, -1.2917, 3.0154)
N (-7.6075, -0.3608, -1.8961)
N (-1.7440, 0.5811, -4.4550)
C (-8.8642, 0.0517, -1.3026)
C (5.0742, -1.5793, 1.1033)
C (6.6496, 0.9815, 2.2223)
C (-6.1823, 0.7249, -0.2141)
C (-1.4770, 1.0266, -5.7104)
C (6.2854, 1.8550, 0.9664)
C (-6.3454, -0.0966, -1.4641)
C (5.3600, 0.3506, 2.8578)
C (7.8202, -0.0068, 1.9417)
C (5.1360, -1.1710, 2.6042)
C (-3.0384, 0.3452, -3.8369)
C (-1.8776, -0.8948, 2.5832)
C (-2.6473, 1.3269, -6.6108)
C (3.9021, -1.6168, 3.4657)
B (1.8547, -1.5774, 2.2961)
B (0.9643, -1.7740, 0.2506)
B (-0.4174, -1.4061, 2.1209)
H (-2.2755, 1.6705, -7.5725)
H (-3.1246, 0.9713, -2.9473)
H (-1.9123, -0.8443, 3.6846)
H (-6.6474, 0.2213, 0.6343)
H (-6.6239, 1.7142, -0.3507)
H (-3.8566, 0.5709, -4.5121)
H (-2.3444, 0.3922, -0.2423)
H (7.0338, 2.6619, 0.8388)
H (4.4805, -2.4797, 0.8979)
H (8.7670, 0.5699, 1.9645)
H (4.4717, 0.8816, 2.4513)
H (7.0333, 1.7126, 2.9661)
H (-3.2672, 2.1131, -6.1771)
H (4.7779, -0.7085, 0.4894)
H (-5.1268, 0.8445, -0.0023)
H (-2.6049, 2.3683, 3.1599)
H (-9.4464, -0.8377, -1.0533)
H (4.2575, -2.2300, 4.3132)
H (-0.9150, 0.4017, -3.9120)
H (6.0143, -1.6921, 3.0375)
H (-3.0992, -0.7010, -3.5371)
H (1.1741, -2.2494, -0.8088)
H (6.2585, 1.2131, 0.0707)
H (-3.2436, 0.4272, -6.7702)
H (3.4351, -0.7150, 3.9251)
H (-7.6353, -0.9151, -2.7371)
H (6.1101, -1.8193, 0.7897)
H (5.3671, 0.5275, 3.9500)
H (7.9317, -0.8008, 2.6970)
H (5.3267, 2.3674, 1.1570)
H (-9.4220, 0.6438, -2.0309)
H (7.7105, -0.3929, 0.9156)
H (-2.6545, -1.5970, 2.2299)
H (-8.7108, 0.6415, -0.4048)

- Strongest force on any atom: 3.47 eV/A
- Orbital gap: 9.32 eV
- LUMO energy: 0.010 Ha
- E_tot: -47805.7889 eV

---

> Which value of E_tot does entry 3 give?

-131278.9617 eV